No. 1
Below is a structure of composition C51H50AsCdFN3O3, with properties calculated with ωB97M-V/def2-TZVPD.

The geometry in ORCA input format:
```
! RIJCOSX wB97M-V def2-TZVPD def2/J DEFGRID3
* xyz -1 1
Cd -0.87030 0.22617 -0.12429
O 0.53172 -1.53118 -0.63984
C 0.59385 -2.66396 -0.01148
C 1.65796 -3.55989 -0.31771
C 1.85547 -4.74327 0.35725
C 0.98028 -5.13930 1.37243
C -0.10634 -4.33669 1.64137
C -0.34008 -3.12447 0.97574
C -1.62974 -2.50484 1.21505
N -1.99773 -1.37008 0.77361
N -3.32529 -1.02395 0.94448
C -3.72692 -0.19702 -0.00487
O -3.03761 0.21362 -1.00362
C -5.16642 0.20587 0.10095
C -5.78530 0.82077 -0.98049
C -7.11778 1.20499 -0.91076
C -7.84698 0.97678 0.24793
C -7.23539 0.35792 1.33184
C -5.90616 -0.02802 1.25797
H 2.31312 -3.28930 -1.13407
H 2.69753 -5.37374 0.09265
H 1.12565 -6.07379 1.89956
H -0.82849 -4.64919 2.39048
H -2.37856 -3.10224 1.74024
H -5.20822 0.99178 -1.87790
H -7.58774 1.67968 -1.76397
H -8.88720 1.27596 0.30553
H -7.79657 0.18370 2.24260
H -5.42240 -0.51979 2.09206
C -2.59675 0.63933 3.95956
C -1.86994 1.78993 3.25615
C -1.32854 2.79056 4.28511
C -2.76195 2.51735 2.26241
C -4.00725 2.99212 2.66316
C -4.79604 3.73817 1.80540
C -4.32643 4.02858 0.53397
C -3.08243 3.58889 0.09804
C -2.61788 3.98683 -1.29669
C -3.47406 3.33324 -2.38297
C -2.61438 5.51185 -1.45589
C -2.29731 2.80118 0.96803
N -1.03283 2.30309 0.56360
C -0.08455 3.24315 0.30594
C -0.10695 4.57269 0.79408
C 0.83811 5.51203 0.41720
C 1.85772 5.19405 -0.47298
C 1.92855 3.88870 -0.94909
C 1.01252 2.96387 -0.51984
F 1.10875 1.68395 -0.99301
H -1.90336 0.08823 4.60195
H -3.02101 -0.04907 3.22466
H -3.40553 1.01356 4.59427
H -1.02816 1.38215 2.69927
H -2.15548 3.25315 4.83088
H -0.75903 3.58210 3.79237
H -0.67271 2.29143 5.00475
H -4.36222 2.78316 3.66759
H -5.76965 4.09098 2.12423
H -4.94579 4.61944 -0.13387
H -1.59807 3.63992 -1.44254
H -4.51640 3.65737 -2.30774
H -3.43177 2.24992 -2.27980
H -3.10311 3.60676 -3.37617
H -3.63368 5.90699 -1.48282
H -2.11635 5.79833 -2.38641
H -2.08584 5.98655 -0.62789
H -0.91036 4.85218 1.46496
H 0.76763 6.51899 0.81393
H 2.57533 5.93623 -0.79589
H 2.67427 3.59007 -1.67695
C 1.08742 -0.54500 3.22154
O 0.81204 -0.08437 1.90677
H 1.81819 0.09925 3.71660
H 1.45812 -1.57294 3.21652
H 0.15281 -0.51685 3.78086
H 1.45345 -0.46229 1.29093
C 7.60701 -3.21063 -1.33605
C 7.20863 -2.27499 -2.27961
C 6.06574 -1.51030 -2.07237
C 5.30918 -1.65381 -0.91122
C 5.70879 -2.61701 0.01591
C 6.84760 -3.38238 -0.18636
As 3.59083 -0.72645 -0.56059
C 4.25975 0.56397 0.77284
C 4.51732 0.03257 2.03815
C 4.84412 0.85334 3.10648
C 4.87689 2.23227 2.93782
C 4.59723 2.77428 1.69273
C 4.30358 1.94373 0.61810
C 3.48116 0.31430 -2.20516
C 2.38880 0.03858 -3.02446
C 2.19571 0.74214 -4.20601
C 3.09468 1.73087 -4.58160
C 4.19807 2.00000 -3.78084
C 4.39275 1.29001 -2.60379
H 8.49722 -3.80630 -1.49865
H 7.77854 -2.14412 -3.19224
H 5.76278 -0.80477 -2.83299
H 5.11051 -2.78504 0.90499
H 7.13301 -4.13162 0.54316
H 4.45219 -1.03964 2.19049
H 5.04504 0.41951 4.07911
H 5.09541 2.87903 3.77848
H 4.58243 3.84925 1.55702
H 4.08506 2.38798 -0.33913
H 1.66959 -0.70999 -2.70596
H 1.33228 0.52923 -4.82372
H 2.93350 2.29362 -5.49280
H 4.90335 2.76902 -4.07188
H 5.26628 1.50004 -1.99776
*
```

energy relative to the best compared isomer or geometry (same formula, charge and spin) = 16.8 kcal per mole

---

No. 2
Below is a structure of composition C56H66N5O2P2S2Si2Sn, with properties calculated with ωB97M-V/def2-TZVPD.

The geometry in ORCA input format:
```
! RIJCOSX wB97M-V def2-TZVPD def2/J DEFGRID3
* xyz -1 1
Sn -0.11053 1.27132 -0.81654
C 0.06925 -2.19041 -4.86751
C 0.47570 -1.32973 -3.70449
N -0.02417 -1.47906 -2.54058
N -0.84578 -2.51018 -2.30423
C -2.99515 -1.44910 -1.58882
N -3.77928 -1.16809 -0.43603
S -3.03929 -0.20475 -2.94366
C 1.53264 -0.29333 -3.86788
C 2.39274 -0.38257 -4.96391
C 3.40632 0.54386 -5.12419
C 3.54273 1.54980 -4.18745
C 2.66414 1.55687 -3.11707
N 1.69609 0.66127 -2.93654
H -1.01463 -2.33867 -4.84730
H 0.30320 -1.71222 -5.81644
H 0.55302 -3.17313 -4.84327
H -1.15365 -3.06319 -3.09547
H -3.53018 -0.26160 -0.02042
H -4.76773 -1.13698 -0.65403
H 2.28079 -1.18782 -5.67645
H 4.07908 0.47774 -5.97038
H 4.30353 2.31335 -4.27505
H 2.72768 2.33433 -2.36591
C 3.41901 -1.48954 4.49450
S 2.24687 -2.66795 5.19929
C 1.20636 -2.91887 3.73731
C 0.47212 -1.65584 3.26803
C 0.90688 -1.18662 1.88467
N 0.57890 -2.12031 0.74046
P -1.17615 -1.77881 0.52405
C -1.80926 -3.21177 1.54303
C -3.07885 -3.05008 2.10078
C -3.62357 -4.02070 2.92943
C -2.90550 -5.17451 3.22022
C -1.63520 -5.34108 2.68490
C -1.09099 -4.36135 1.86219
C -1.82775 -2.38900 -1.24281
C -2.44884 -3.76908 -1.12196
C -3.70271 -4.21327 -1.33421
C -4.95078 -3.60093 -1.85423
C -5.00998 -2.49218 -2.59902
C -3.67943 -1.88517 -2.82902
P 1.78412 -1.82200 -0.51050
C 1.80457 -3.39365 -1.48928
C 0.93053 -4.46131 -1.33605
C 0.99455 -5.56509 -2.18061
C 1.92606 -5.60487 -3.20724
C 2.79913 -4.53424 -3.38048
C 2.73248 -3.43995 -2.53257
C 3.34633 -2.24635 0.43085
C 3.59806 -3.48264 1.02884
C 4.82539 -3.75275 1.60969
C 5.82714 -2.78431 1.60479
C 5.58830 -1.54982 1.02307
C 4.35022 -1.28404 0.44122
H 4.19913 -1.32734 5.23679
H 2.94006 -0.53442 4.27517
H 3.86614 -1.89060 3.58492
H 0.52031 -3.71880 4.01393
H 1.84692 -3.29960 2.93980
H 0.70519 -0.83134 3.94748
H -0.60824 -1.79099 3.31943
H 1.98801 -1.04734 1.91761
H 0.47066 -0.20023 1.68787
H -3.64131 -2.15474 1.86321
H -4.60659 -3.87151 3.35973
H -3.32673 -5.93187 3.87040
H -1.05870 -6.22863 2.92007
H -0.07803 -4.47379 1.49668
H -1.75429 -4.51961 -0.75838
H -3.83774 -5.25889 -1.07071
H -5.85509 -4.17130 -1.67088
H -5.93121 -2.11161 -3.02149
H -3.07181 -2.55473 -3.43524
H 0.19081 -4.42761 -0.54706
H 0.30609 -6.39019 -2.03924
H 1.97273 -6.45994 -3.87034
H 3.53131 -4.55459 -4.17896
H 3.41390 -2.60482 -2.67673
H 2.82727 -4.24633 1.01532
H 5.00605 -4.71730 2.06850
H 6.78898 -2.99579 2.05552
H 6.36037 -0.79017 1.02205
H 4.15338 -0.31356 -0.00370
C 1.25654 3.74798 1.80545
Si 1.61825 3.09869 0.06792
C 3.48499 2.72094 0.20701
C 1.44732 4.63423 -1.06366
C 2.25917 5.75760 -0.84824
C 2.13009 6.90846 -1.61017
C 1.16965 6.96084 -2.61545
C 0.35789 5.86056 -2.84233
C 0.47722 4.68666 -2.08517
Si -0.64749 3.19381 -2.49533
C -0.33801 2.87224 -4.33919
C -2.44519 3.79638 -2.39288
H 1.82170 4.66797 1.99243
H 1.54199 3.01171 2.56493
H 0.19341 3.95388 1.93045
H 4.05914 3.65101 0.28361
H 3.90749 2.14033 -0.61832
H 3.65599 2.14812 1.12466
H 3.00515 5.73707 -0.05791
H 2.76853 7.76407 -1.42006
H 1.05724 7.85641 -3.21617
H -0.38905 5.91606 -3.63063
H -0.67767 3.72682 -4.93424
H -0.89101 1.98616 -4.67080
H 0.72178 2.70940 -4.55183
H -2.49565 4.88796 -2.33837
H -2.93787 3.39047 -1.50444
H -3.01335 3.46522 -3.26737
C -2.93016 5.51607 6.15166
C -2.80601 4.69997 4.88886
C -2.74765 5.31155 3.64504
C -2.63857 4.57421 2.46894
C -2.57252 5.28465 1.13926
C -2.61218 3.18127 2.54838
C -2.67382 2.54024 3.78885
C -2.62261 1.03558 3.88632
C -2.76051 3.31172 4.94205
C -2.47326 2.33571 1.29831
O -3.39841 1.56761 1.00304
O -1.38230 2.49912 0.67533
H -2.59623 6.54198 5.99124
H -2.33451 5.08605 6.95853
H -3.96752 5.55534 6.49491
H -2.76635 6.39603 3.58395
H -2.45084 6.35888 1.28053
H -3.48948 5.11701 0.56816
H -1.74568 4.91401 0.53314
H -1.72985 0.63745 3.39573
H -3.47841 0.59050 3.37910
H -2.61439 0.71696 4.92927
H -2.78914 2.81501 5.90801
*
```

DFT total energy = -132525.588 eV

---

No. 3
Below is a structure of composition C22H22AuBN4O2S3 at a distorted geometry, with properties calculated with ωB97M-V/def2-TZVPD.

The geometry in ORCA input format:
```
! RIJCOSX wB97M-V def2-TZVPD def2/J DEFGRID3
* xyz 0 1
Au 2.77399 1.60488 -0.57050
S 2.48192 1.18394 1.95141
C 2.06253 2.82746 2.46376
C 1.79208 2.96270 3.82360
C 1.54559 4.20330 4.38168
C 1.26790 4.31158 5.78442
N 1.05129 4.37146 6.91158
C 1.57960 5.33139 3.54275
C 1.85075 5.19728 2.20028
C 2.10024 3.94252 1.59654
S 2.40566 3.93827 -0.10535
C 1.33681 6.64632 4.07851
N 1.14227 7.69973 4.49250
H 1.77481 2.08806 4.45905
H 1.87677 6.08150 1.57856
C 1.45069 -1.90549 -2.88027
N 2.56333 -2.10669 -1.97700
C 2.57566 -3.20884 -1.01588
C 3.91827 -3.01709 -0.29668
N 4.23816 -1.64301 -0.66107
C 3.47076 -1.18642 -1.65753
S 3.64988 0.34545 -2.40291
H 1.27692 -2.82174 -3.44481
H 1.69451 -1.09752 -3.56370
H 0.54581 -1.64794 -2.33026
H 2.49965 -4.16694 -1.52721
H 1.73339 -3.09603 -0.32966
H 4.68253 -3.70383 -0.66494
H 3.82685 -3.13227 0.78097
H 5.03908 -1.12642 -0.34471
C -3.88482 -3.15573 -0.52281
C -3.69841 -1.99650 -1.51184
C -3.07758 -2.53218 -2.81051
C -5.07621 -1.42328 -1.84298
C -2.76679 -0.95004 -0.89950
C -3.16488 0.36564 -0.66533
C -2.31609 1.31948 -0.09461
C -1.04576 0.91652 0.21988
O -0.03364 1.62932 0.81514
B 1.04243 0.75874 0.84619
O 0.70252 -0.51920 0.35134
C -0.62132 -0.38420 -0.02873
C -1.45875 -1.33139 -0.56114
H -4.54936 -3.91083 -0.94833
H -4.32316 -2.79918 0.41093
H -2.93661 -3.64060 -0.28476
H -3.73316 -3.27946 -3.26269
H -2.11019 -3.00538 -2.62907
H -2.93060 -1.72390 -3.53007
H -5.69718 -2.20671 -2.28048
H -5.01134 -0.60732 -2.56519
H -5.58498 -1.05626 -0.94993
H -4.16876 0.67333 -0.91848
H -2.64629 2.33163 0.09405
H -1.11679 -2.34812 -0.70421
*
```

energy relative to the best compared isomer or geometry (same formula, charge and spin) = 0.0 kcal per mole